1.
Formula: C2H3NO4
Source: the OMol25 dataset
Level of theory: the ωB97M-V functional and the def2-TZVPD basis

Summary:
- Strongest force on any atom: 3.71 eV/A
- Charge: 0
- Structure (SMILES): O=CONC(=O)O
- LUMO level: 0.3925 eV
- Frontier orbital gap: 0.401 hartree
- Multiplicity: 1
- Energy above the lowest of the compared OMol25 structures with the same formula, charge and spin: 223.4 kJ/mol
- DFT total energy: -11800.9926 eV

Last column: Löwdin charge in e.
Atoms and positions in Å:
O (-1.9207, -1.0069, 0.3695)  0.105
C (-1.2443, -0.2861, 1.0744)  -0.217
O (0.1803, -0.1158, 1.0317)  -0.041
N (0.6689, -0.6352, -0.2009)  0.076
C (0.7515, 0.3442, -1.1405)  -0.587
O (0.3645, 0.1766, -2.2942)  0.101
O (1.1494, 1.5347, -0.6646)  0.136
H (-1.5532, 0.1244, 2.0468)  0.148
H (0.3391, -1.5446, -0.5172)  0.163
H (1.2644, 1.4088, 0.2951)  0.117

2.
Formula: C6H12N4
Source: the OMol25 dataset
Level of theory: the ωB97M-V functional and the def2-TZVPD basis

Summary:
- Strongest force on any atom: 4.95 eV/A
- Charge: 0
- LUMO level (spin up / spin down): -0.1355 / -0.7439 eV
- Frontier orbital gap (spin up / spin down): 0.266 / 0.221 hartree
- Multiplicity: 1
- Energy above the lowest of the compared OMol25 structures with the same formula, charge and spin: 589.8 kJ/mol
- DFT total energy: -12370.4177 eV

Last column: Löwdin charge in e.
Atoms and positions in Å:
C (1.0252, -0.5471, 1.8234)  0.030
C (-1.6605, 0.9566, -0.1297)  -0.285
C (-2.8459, 1.2182, 0.6662)  -0.088
C (0.1017, -2.2450, -1.2484)  -0.072
C (0.8409, -1.2786, -0.3580)  -0.262
C (0.6407, 1.1540, -0.5116)  -0.326
N (2.8997, 1.2802, -0.4419)  0.004
N (0.8622, -1.3952, 0.8984)  0.016
N (-0.5259, 1.3248, 0.2154)  0.037
N (1.7479, 1.5496, -0.0104)  -0.147
H (1.5771, -1.0520, 2.6273)  0.090
H (1.0408, 0.5619, 1.6890)  0.075
H (-1.9155, 0.3144, -0.9257)  0.094
H (-2.6550, 1.1385, 1.7139)  0.062
H (-3.0162, 2.3168, 0.5501)  0.091
H (-3.7432, 0.6003, 0.2249)  0.114
H (0.2626, -2.0944, -2.3531)  0.091
H (-1.0241, -2.3880, -0.9596)  0.110
H (0.5617, -3.1954, -1.0939)  0.056
H (1.7445, -0.9350, -0.8625)  0.106
H (0.4077, 0.8696, -1.5678)  0.138
H (3.6735, 1.8457, 0.0541)  0.065